Density functional theory data (ωB97M-V with the def2-TZVPD basis set) for 10 unconnected molecules or ions with the total composition C45H38Cl9N7O14 in a non-equilibrium geometry.

As for the HOMO energy: -9.456 eV. The orbital gap is 8.57 eV. Its charge is 0. The spin multiplicity is 1.

```
113
Properties=species:S:1:pos:R:3:forces:R:3
C 13.716760 15.772321 13.520939 -1.35 0.04 1.62
H 16.580035 10.636765 20.919341 0.00 0.52 0.28
O 17.003170 14.710645 18.352893 -0.77 -0.26 0.34
H 28.352853 13.293645 17.970449 -0.78 -0.40 0.09
H 12.290009 17.299713 13.033996 -0.41 0.10 0.17
O 24.244839 9.259160 19.487625 0.08 -2.75 0.37
H 10.844903 13.680528 17.232601 -0.07 0.40 0.02
O 14.550600 9.140538 16.864446 0.56 -0.15 0.86
Cl 19.008945 18.417650 17.710179 -0.64 -0.81 1.33
H 16.665670 8.369800 20.172467 -1.61 -0.45 -0.50
H 16.487331 15.031559 11.718864 -0.51 0.21 0.07
H 15.597570 18.321127 15.163075 -0.07 -0.11 0.18
C 17.656331 12.576081 18.028667 1.09 -1.01 -1.17
C 18.573255 11.519067 12.194199 1.30 0.97 -0.68
H 24.169922 13.042987 18.492777 -0.39 -0.37 0.34
C 25.122467 12.556872 18.610034 -0.97 -0.59 -0.54
C 15.068881 16.605179 11.226936 0.19 0.34 -2.15
C 18.725688 10.740423 21.339047 0.12 -1.61 0.15
H 19.111797 13.709918 19.167536 -0.29 -0.05 0.22
C 27.455030 12.696318 18.235698 1.82 0.79 -0.06
C 19.891182 11.830186 18.492602 0.58 0.08 -0.17
H 22.331257 10.697519 15.094195 -0.25 0.24 -0.50
H 14.361629 15.470463 18.032168 -0.21 0.42 0.16
C 17.442688 11.565220 17.071194 0.93 -0.39 1.43
O 16.506996 13.643510 13.612629 0.54 -0.39 -0.13
Cl 19.127887 15.843945 13.333277 0.29 -0.50 0.31
C 23.287580 10.219756 14.959923 -0.23 0.56 -1.23
C 11.606450 12.931154 17.349478 -0.59 0.90 0.74
N 18.730825 12.113076 21.723161 1.18 0.34 0.30
O 15.489605 13.207126 17.987353 -1.03 0.07 0.08
C 25.277140 11.202874 18.896129 1.62 -0.51 -0.23
N 18.979986 10.774016 13.354246 1.13 0.51 0.61
H 17.284553 13.758597 9.382597 -0.10 0.00 0.30
C 14.156836 16.410528 17.513857 -1.18 -1.50 0.67
H 13.707329 11.489196 19.684558 -0.76 0.33 -0.67
Cl 23.414044 9.502775 13.321211 -0.31 0.08 0.36
O 23.045936 10.988833 19.079515 -0.49 -0.72 -0.24
C 16.915485 12.016917 10.561388 -0.58 -1.54 0.22
C 17.622505 13.128066 10.202678 0.23 0.15 -0.83
C 13.646461 18.591547 15.951058 -1.11 0.67 -0.18
C 13.196234 16.804838 12.756119 0.71 -0.01 -1.21
H 13.234649 15.385022 14.459143 0.41 0.63 -1.09
C 15.547777 15.539017 11.965665 1.09 0.24 0.28
Cl 21.217874 14.610024 14.988500 0.69 0.13 0.02
C 19.707974 10.752455 17.629251 -1.30 0.34 0.30
Cl 23.405225 9.067561 16.185659 0.11 -1.70 1.33
C 11.893369 12.130631 16.279473 -0.67 -1.84 -1.62
H 17.555850 17.020042 19.146370 0.07 -0.01 -0.45
Cl 24.546663 11.399699 15.143356 0.57 0.87 0.05
C 14.874315 15.180843 13.124591 0.74 -0.77 -1.08
H 18.463885 9.919414 16.112635 -0.25 -0.14 0.43
O 19.947296 11.173994 14.011592 -0.63 -0.29 -0.49
H 12.061275 13.384777 19.472501 -0.28 -0.14 -0.95
H 26.668758 9.575885 19.278028 -0.07 -0.41 -0.08
Cl 18.593564 15.130975 16.074279 -0.19 0.63 0.83
O 11.042374 19.511181 15.785743 0.12 -0.34 1.12
H 13.426020 19.433522 15.281463 0.07 -0.37 0.45
H 20.313601 12.777976 12.283682 -0.16 0.03 -0.28
C 17.526353 10.132921 20.976947 -0.07 -0.42 -0.66
O 10.487748 18.377834 17.555297 -0.99 0.31 0.61
C 17.533154 8.829270 20.510929 1.08 0.52 0.54
C 17.431344 11.153700 11.554807 -1.67 0.06 -0.32
H 20.819749 8.254222 20.640800 0.92 -0.83 0.25
O 18.313949 9.819164 13.625654 -0.31 -1.22 0.78
H 11.318019 12.139748 15.327242 0.57 0.65 0.78
H 12.085349 16.598489 18.251903 0.79 0.16 -0.93
N 16.625349 13.552173 18.157875 1.03 1.36 -0.06
C 14.863296 17.953534 15.877932 0.31 0.78 -0.42
H 16.462898 11.538834 16.575308 0.70 -0.27 -0.03
C 18.708123 8.114620 20.421542 0.70 0.07 0.15
C 13.316458 10.863551 17.694062 0.65 -0.43 -0.61
O 17.659904 12.631778 21.896215 -0.59 0.93 0.14
H 18.761544 7.143521 19.967087 -0.27 -0.34 -0.10
C 18.508221 10.637812 16.930516 -0.87 0.67 -1.15
N 15.377568 14.001530 13.848428 -0.46 0.44 0.68
C 19.383306 12.570895 11.760162 -0.64 -0.10 0.60
H 20.424380 9.962018 17.505497 0.49 0.04 0.01
C 15.133659 16.878750 16.694988 0.92 -0.10 -0.65
C 12.643841 18.128327 16.824871 0.68 0.15 -1.36
C 18.895650 12.801342 18.623162 0.34 -0.54 0.12
O 19.828256 12.649873 21.848712 -0.71 0.13 -0.01
O 14.642021 13.486269 14.670613 0.13 -0.04 -0.15
H 28.566904 10.905291 18.761881 1.35 0.02 -0.24
H 20.868424 11.916712 18.992465 -0.70 0.20 -0.14
O 14.805721 9.599167 18.954202 1.13 -0.44 2.06
H 16.087929 16.353599 16.629829 -0.24 0.22 0.11
C 13.850326 17.173773 11.553866 -1.21 0.66 0.37
C 27.645162 11.395220 18.629071 -1.55 -1.12 0.51
C 18.333585 17.754516 19.305507 1.06 0.47 -0.24
N 11.271088 18.774769 16.742343 1.59 -0.90 -1.29
C 12.869032 16.961731 17.541058 -0.65 0.57 1.47
H 13.356703 17.893685 10.839001 0.72 -0.67 1.10
H 20.904312 10.363953 21.680814 -1.07 0.35 -0.26
C 26.549453 10.582304 18.937636 -1.15 1.92 -0.05
C 19.904024 10.014291 21.361408 0.89 -1.51 -0.47
C 18.859493 13.363209 10.763743 1.26 1.32 0.08
H 19.149689 13.698396 14.512460 0.31 0.34 -0.94
H 19.425591 14.255840 10.464064 -0.22 -0.49 0.01
C 12.211433 12.756937 18.573831 1.21 -0.79 1.63
H 15.981750 11.782299 10.030447 0.44 0.00 0.46
Cl 19.636236 16.915607 20.245309 -0.74 0.56 -0.63
C 19.881605 8.676539 20.869072 -0.51 2.32 0.11
C 26.207815 13.283535 18.239234 1.12 0.44 -0.73
N 14.331580 9.780880 17.892112 -1.94 0.33 -3.68
Cl 17.630041 19.100026 20.208806 0.18 -0.30 -0.07
C 12.731883 11.044201 16.425641 0.93 0.07 0.99
H 16.926955 10.252620 11.931184 0.01 0.61 -0.48
C 13.117438 11.677685 18.764362 -0.56 1.16 0.36
H 15.551434 16.963841 10.248902 -0.50 -0.82 1.71
H 13.010275 10.389861 15.610830 -0.20 0.00 0.11
H 26.128862 14.274621 17.808518 -0.27 0.09 0.42
N 24.101977 10.371211 19.133280 -0.38 3.61 0.43
C 19.522418 14.714221 14.675067 -1.03 -0.63 -0.42
```
Forces are in eV/Å.

Density functional theory data (ωB97M-V with the def2-TZVPD basis set) for a gas-phase ion, H2NO2S (charge -1) in a non-equilibrium geometry.

As for the HOMO energy (spin up / spin down): -2.194 / -1.975 eV. The orbital gap (spin up / spin down) is 6.26 / 6.24 eV. Its charge is -1. The spin multiplicity is 1.

```
6
Properties=species:S:1:pos:R:3:forces:R:3
S 1.276408 0.654133 0.180177 -0.55 -0.46 1.52
N -1.545690 0.174452 -0.000183 -1.32 -0.50 0.47
O -0.576359 0.543990 -0.755507 -0.41 0.25 -0.87
H -1.669783 -0.879406 -0.070213 0.55 0.54 -0.07
H 0.492145 -0.042498 1.122059 0.52 0.88 -0.31
O 2.023279 -0.450672 -0.476334 1.20 -0.70 -0.74
```
Forces are in eV/Å.

Density functional theory data (ωB97M-V with the def2-TZVPD basis set) for C6H7N in the gas phase in a non-equilibrium geometry.

As for the HOMO energy (spin up / spin down): -8.890 / -7.902 eV. The orbital gap (spin up / spin down) is 7.42 / 6.68 eV. Its charge is 0. The spin multiplicity is 1.

```
14
Properties=species:S:1:pos:R:3:forces:R:3
H 0.359831 -1.726898 -1.038674 -0.60 -2.22 -0.55
H -1.848125 -1.186275 -1.037349 0.07 0.30 0.15
C -2.953242 0.231204 0.019795 1.70 -0.17 0.52
C -1.724675 -0.360896 -0.322623 -1.62 0.54 0.80
H -0.803734 1.356482 1.564099 2.02 -0.67 -1.24
H 1.421274 -0.711487 -0.101045 0.95 -0.48 -1.03
C 0.588751 -0.749139 -0.811681 2.46 2.05 -0.30
C -0.384678 -0.084525 0.017889 -3.23 0.41 -1.63
N -4.771107 1.505778 1.214295 1.02 -0.48 0.04
H 0.824898 -0.205909 -1.801665 -0.16 -0.56 1.60
C 0.100125 0.945435 0.913427 -2.70 3.85 0.32
H 0.803124 0.512286 1.535917 1.57 -0.69 1.56
H 0.628017 1.873235 0.410916 -1.10 -1.82 0.66
C -3.826785 0.930478 0.794316 -0.38 -0.06 -0.89
```
Forces are in eV/Å.

Density functional theory data (ωB97M-V with the def2-TZVPD basis set) for C23H29ClFN3O4 in the gas phase.

As for the HOMO energy: -8.087 eV. The orbital gap is 8.70 eV. Its charge is 0. The spin multiplicity is 1.

```
61
Properties=species:S:1:pos:R:3:forces:R:3
C -3.669281 -1.179276 -3.332205 0.23 -0.48 -0.02
H 0.249979 -0.387476 1.618793 0.14 0.08 0.07
C 2.310151 0.625454 2.667548 0.17 0.18 -0.03
H -1.405044 -3.741816 2.074872 -0.05 -0.05 0.02
C 3.322900 0.975554 3.558995 -0.23 0.03 -0.21
C 3.347115 3.252784 2.766814 -0.01 -0.46 0.03
H -1.396852 -2.373991 3.200772 0.02 -0.05 0.03
H -3.482176 -1.307560 -4.406232 -0.08 0.03 0.08
Cl 5.072575 2.641620 4.765793 0.09 0.02 0.07
H 3.047010 -3.134503 1.561799 -0.02 -0.04 -0.08
H -3.102630 -2.109765 1.418638 0.04 0.13 0.02
H -2.646882 -2.930322 -2.625871 0.03 -0.07 -0.06
H 3.704696 0.198617 4.203875 0.05 -0.03 0.04
C -2.973663 2.278549 -2.493687 -0.04 -0.31 -0.10
C -2.051690 -1.886852 1.214231 -0.03 -0.25 0.15
H -2.095911 4.184393 -2.044073 0.00 0.11 0.06
C 1.815865 1.620870 1.802396 0.08 -0.02 0.17
C -2.003681 3.254277 -2.581635 0.23 0.02 -0.14
H 1.978204 3.676203 1.206030 -0.07 0.04 -0.11
N 0.712538 -1.109996 2.145706 -0.36 -0.03 -0.20
H -0.274176 1.683513 -0.707488 0.04 0.07 0.03
C -1.730750 0.876733 -4.003625 -0.32 -0.19 0.08
C -0.750045 1.850386 -4.090949 0.11 0.36 0.14
C 0.545900 -2.840788 0.401251 -0.14 0.08 0.11
H 0.917474 -3.102796 2.532612 -0.13 0.07 -0.13
H -0.210241 -2.373434 -1.526074 0.05 0.10 0.03
H -1.620175 -0.025041 -4.583887 0.00 -0.12 -0.02
C 2.339691 2.903463 1.865819 -0.15 0.07 -0.15
H -0.045276 3.088460 0.356894 0.03 -0.02 0.00
C -1.176951 -2.680444 2.177467 0.05 0.18 -0.11
N -1.786339 -2.242475 -0.171782 -0.03 -0.01 0.05
H 0.119311 1.703063 -4.711744 0.10 0.01 -0.05
C 3.826723 2.251431 3.619591 -0.09 0.07 -0.07
H -3.851417 2.423590 -1.884483 -0.10 0.01 0.09
F 0.081398 3.958645 -3.432874 -0.04 -0.02 -0.01
H 4.465507 4.744636 3.560521 -0.07 0.10 -0.08
H -1.587406 -1.541433 -2.899277 0.02 -0.11 -0.03
C 1.909183 -0.810745 2.696944 -0.20 0.03 -0.02
C 0.442103 2.209620 -0.076084 -0.17 0.16 -0.24
H 0.319241 -3.914769 0.286790 0.00 0.12 0.00
C -0.891425 3.019851 -3.371657 -0.05 -0.13 -0.04
C -2.843314 1.073288 -3.189826 0.15 0.26 0.06
H -2.482191 -0.392331 -0.926254 -0.05 -0.07 0.05
C 0.307145 -2.468119 1.882079 0.17 -0.45 -0.01
H 3.373490 5.250727 2.334414 0.03 -0.01 0.07
H -3.694473 -1.670643 -0.707404 -0.01 0.10 0.02
H -0.097603 -0.971905 -0.447874 0.00 0.08 -0.04
C 2.857899 -3.386327 0.514197 0.10 -0.05 0.11
C -2.558789 -1.849803 -2.514695 -0.19 0.41 0.13
H 2.592228 -4.447320 0.435482 0.02 -0.01 -0.04
C -2.669737 -1.477120 -1.037632 0.01 -0.11 -0.19
H -4.635186 -1.632165 -3.094304 0.12 0.00 -0.09
H -1.901973 -0.804113 1.382676 -0.06 0.04 -0.02
O -3.858121 0.186278 -3.013251 -0.11 0.30 0.03
C -0.387811 -2.035262 -0.505000 0.26 -0.32 -0.03
N 3.884729 4.505766 2.773356 0.15 0.23 0.06
O 0.825983 1.286531 0.917716 0.32 -0.12 0.39
O 1.851947 -2.572794 -0.050245 -0.27 0.19 -0.09
H 3.757596 -3.193479 -0.067246 0.03 -0.08 0.04
H 1.293360 2.522462 -0.685836 0.01 -0.01 0.04
O 2.609268 -1.651898 3.239122 0.19 -0.06 0.14
```
Forces are in eV/Å.

Density functional theory data (ωB97M-V with the def2-TZVPD basis set) for C23H16F2N2O3 in the gas phase in a non-equilibrium geometry.

As for the HOMO energy: -9.368 eV. The orbital gap is 8.69 eV. Its charge is 0. The spin multiplicity is 1.

```
46
Properties=species:S:1:pos:R:3:forces:R:3
H -5.112395 4.198094 -2.001916 0.18 -0.12 0.02
H 0.718456 2.854363 -0.736160 -0.13 -0.49 0.28
C 2.768311 -4.578545 -0.005001 -0.61 -0.57 -0.15
C 3.567501 -3.485015 0.286004 -0.11 -0.26 -0.40
O -4.315170 -2.469622 0.609019 -0.02 -0.69 -0.07
C -3.234546 -0.528661 1.354933 0.09 1.35 1.07
C 1.291126 0.994074 0.353095 1.68 -0.33 0.32
N 0.579103 -0.142767 0.706325 0.19 0.82 1.27
H -1.334343 3.997577 -0.013397 -0.48 -0.36 -0.54
C 3.001860 -2.329220 0.765308 0.28 0.79 0.75
H -1.851822 -1.265474 3.429743 -0.47 -0.30 0.71
C -2.264152 -2.048280 -0.409686 3.06 0.95 -1.39
C -2.015853 2.115627 -0.850223 -1.17 -0.12 0.24
H -3.822792 -0.620649 2.342746 0.93 -0.13 -1.54
H -0.233158 -3.375354 1.104882 0.83 -0.11 -0.14
C -4.184004 2.225477 -1.989737 0.88 0.86 0.82
C -1.195756 -1.169821 -0.538252 -1.28 -1.86 -0.02
F 0.597903 -5.573341 -0.042596 0.10 -0.09 0.09
H -3.112401 0.407307 -1.749955 0.37 0.24 0.25
C -0.870268 1.380752 -0.273024 1.85 1.21 -0.53
C -3.303600 -1.810165 0.539083 -1.69 1.33 0.99
O 2.483012 1.186702 0.525011 -0.27 -0.58 0.40
F 4.924847 -3.550678 0.053280 -1.49 0.06 0.18
H 3.665079 -1.495936 0.986109 -0.20 0.02 -0.06
C -3.200452 4.253412 -1.049318 0.08 0.70 0.56
H -1.748375 0.897751 2.167897 -0.19 -0.34 -0.41
C -3.088453 1.473117 -1.520016 -0.43 0.82 -0.49
H -2.368775 -2.957360 -1.040348 0.23 0.84 0.42
N -1.295706 -1.096397 2.628655 2.41 0.97 -2.27
C -4.236084 3.628908 -1.696654 -0.87 -1.62 -1.08
C -1.770557 -0.095975 1.669851 -0.51 0.43 0.53
C 1.110219 -1.013754 1.780549 -0.91 -0.72 -1.61
H 3.205415 -5.428503 -0.494240 0.08 -0.37 0.01
H -0.387761 -1.403930 -1.247039 -0.52 0.20 0.11
O 0.313421 -2.167876 3.699324 0.84 0.30 0.00
H 1.954566 -0.586884 2.323058 -0.27 0.54 -0.19
C 1.636638 -2.264084 1.088262 1.08 -1.31 0.14
C 1.387758 -4.547809 0.278787 1.46 1.91 0.12
C 0.406834 1.910028 -0.281825 -3.37 -0.16 -0.75
H -3.740992 0.303539 0.810673 0.25 -0.71 0.11
C 0.048229 -1.418120 2.780426 -1.64 -1.03 1.33
H -3.257050 5.328233 -0.777291 0.03 -0.87 -0.36
C -0.852093 -0.005407 0.395394 -0.51 -0.70 0.29
H -4.965181 1.699140 -2.549476 0.20 0.47 0.31
C -2.115744 3.509422 -0.628046 1.09 -0.57 0.67
C 0.845904 -3.388825 0.850544 -1.05 -0.38 -0.01
```
Forces are in eV/Å.

Density functional theory data (ωB97M-V with the def2-TZVPD basis set) for 2 unconnected molecules or ions with the total composition C4H7NO2.

As for the HOMO energy: -9.345 eV. The orbital gap is 9.05 eV. Its charge is 0. The spin multiplicity is 1.

```
14
Properties=species:S:1:pos:R:3:forces:R:3
H -0.998172 2.044693 -0.594831 -0.12 -0.08 0.18
N 1.044092 -1.222171 -0.098980 -0.20 0.08 -0.27
H -0.662581 -1.841674 -1.028878 0.17 0.06 0.00
C -1.514400 0.317284 0.488619 -0.16 0.39 -0.20
O -1.325987 -0.574342 1.508076 0.09 -0.04 0.08
O 1.812167 0.930077 -0.550284 0.22 -0.53 0.14
H 0.197163 -0.367234 -1.802131 0.13 -0.12 0.07
C 1.983311 -0.163130 -0.064248 0.15 0.39 -0.17
H 2.876498 -0.405688 0.530173 -0.02 -0.01 -0.09
H -0.385841 -0.810366 1.559152 -0.17 0.09 0.05
C -0.824662 1.437604 0.287221 -0.20 -0.12 0.12
C 0.163070 -1.129207 -1.018623 0.20 -0.11 0.05
H -2.320146 0.018360 -0.181580 0.02 0.10 0.13
H -0.044507 1.765793 0.966312 -0.09 -0.10 -0.09
```
Forces are in eV/Å.

Energy above the lowest of the compared OMol25 structures with the same formula, charge and spin (computed, kcal/mol): 0.0; 99.4; 116.2; 0.0; 2.6; 67.8
M (computed, g/mol): 1219.911; 80.088; 93.129; 465.953; 406.388; 101.105